The following is a DFT calculation (ωB97M-V with the def2-TZVPD basis set) of C31H38AsBrCl2IrN2O6SSi2 as an isolated structure at a distorted geometry.

Geometry as XYZ:
```
85
Properties=species:S:1:pos:R:3:lowdin_charge:R:1
Ir -0.027 0.265 -0.617 0.79
O 3.715 0.909 0.491 0.02
C 4.458 1.092 -0.616 -0.28
C 5.795 1.455 -0.459 -0.02
C 6.602 1.655 -1.566 -0.10
C 6.092 1.492 -2.850 -0.11
C 4.757 1.149 -3.002 -0.04
C 3.927 0.948 -1.905 -0.11
C 2.446 0.706 -2.122 -0.40
O 1.869 -0.091 -1.109 -0.46
N 1.830 2.020 -2.212 0.00
N 0.473 1.929 -2.193 -0.09
C -0.195 2.914 -1.717 -0.26
C -1.661 3.016 -1.803 -0.66
Br -2.463 2.172 -3.292 0.83
C -2.347 3.641 -0.854 -0.10
C -3.804 3.849 -0.739 -0.23
C -4.413 3.604 0.489 -0.07
C -5.780 3.776 0.650 -0.10
C -6.547 4.245 -0.406 -0.09
C -5.943 4.524 -1.626 -0.09
C -4.583 4.315 -1.796 -0.07
H 2.844 0.549 0.190 0.04
H 6.177 1.577 0.547 0.11
H 7.638 1.938 -1.427 0.10
H 6.723 1.639 -3.717 0.09
H 4.335 1.037 -3.995 0.11
H 2.306 0.224 -3.097 0.13
H 2.237 2.699 -1.569 0.14
H 0.323 3.745 -1.231 0.13
H -1.756 3.966 0.001 0.12
H -3.811 3.247 1.317 0.09
H -6.242 3.535 1.598 0.10
H -7.612 4.398 -0.278 0.10
H -6.534 4.904 -2.450 0.10
H -4.119 4.526 -2.750 0.09
Cl -4.774 0.749 1.998 0.63
C -3.211 0.086 1.467 -0.97
Cl -3.009 -1.543 2.164 0.57
C -3.143 -0.011 -0.074 -0.76
O -4.118 -0.402 -0.672 0.03
O -2.047 0.417 -0.618 -0.33
H -2.428 0.720 1.866 0.03
O -0.935 -1.839 6.821 0.10
C -0.568 -0.539 6.701 -0.48
O -0.465 0.141 7.685 0.11
C -0.325 -0.051 5.313 -0.15
C -0.514 1.300 5.044 -0.01
C -0.337 1.790 3.764 -0.11
C 0.078 0.946 2.725 -0.62
S 0.320 1.674 1.138 0.66
C 0.315 -0.393 3.013 -0.13
C 0.092 -0.888 4.286 -0.03
H -1.091 -2.213 5.944 0.09
H -0.819 1.953 5.851 0.12
H -0.528 2.835 3.549 0.10
H 0.649 -1.046 2.226 0.01
H 0.274 -1.944 4.464 0.12
C 3.097 -2.147 1.393 -0.20
Si 1.873 -3.173 0.431 0.23
C 2.791 -3.908 -1.024 -0.23
C 1.328 -4.572 1.548 -0.24
As -0.137 -2.092 -0.108 0.75
Si -0.721 -2.891 -2.233 0.22
C -1.051 -4.715 -2.025 -0.23
C -2.242 -2.035 -2.860 -0.22
C 0.624 -2.648 -3.520 -0.21
H 3.724 -2.808 2.001 0.04
H 2.627 -1.428 2.064 0.01
H 3.743 -1.582 0.721 0.02
H 3.699 -4.423 -0.691 0.03
H 3.079 -3.108 -1.711 0.02
H 2.176 -4.626 -1.572 0.01
H 2.185 -5.155 1.900 0.03
H 0.635 -5.248 1.039 0.02
H 0.803 -4.168 2.419 0.01
H -1.870 -4.873 -1.320 0.03
H -0.175 -5.249 -1.649 0.01
H -1.334 -5.157 -2.986 0.03
H -3.044 -2.009 -2.121 0.02
H -2.610 -2.543 -3.758 0.03
H -2.025 -0.994 -3.118 0.00
H 1.446 -3.357 -3.400 0.01
H 1.038 -1.641 -3.428 0.01
H 0.219 -2.761 -4.532 0.03
```

**Energy above the lowest of the compared OMol25 structures with the same formula, charge and spin**: 106.2 kJ/mol
**Kohn-Sham gap (alpha / beta)**: 0.2292 / 0.2292 Ha
**Net charge**: -1
**DFT total energy**: -233388.845 eV



The following is a DFT calculation (ωB97M-V with the def2-TZVPD basis set) of C31H38BrIrN3O7P as an isolated structure at a distorted geometry.

Geometry as XYZ:
```
82
Properties=species:S:1:pos:R:3:lowdin_charge:R:1
Ir 0.615 -0.398 -0.035 1.69
C -1.082 1.818 0.705 -0.07
N 0.407 1.701 0.818 -0.26
C 1.024 2.768 0.000 -0.16
C 2.509 2.645 -0.328 -0.13
C 2.865 1.399 -1.141 -0.19
N 1.653 0.694 -1.521 -0.09
C 1.530 0.436 -2.785 -0.05
C 0.402 -0.094 -3.426 -0.17
C 0.456 -0.393 -4.804 -0.02
C -0.664 -0.802 -5.471 -0.07
C -1.877 -0.859 -4.760 -0.03
C -1.943 -0.556 -3.418 0.02
C -0.787 -0.208 -2.704 -0.32
O -0.873 0.043 -1.404 -0.29
C 0.732 1.821 2.258 -0.18
C 2.177 1.584 2.668 -0.14
C 2.777 0.358 2.005 -0.19
N 1.719 -0.614 1.795 -0.11
C 1.895 -1.773 2.352 -0.07
C 0.956 -2.798 2.457 -0.16
C 1.292 -3.978 3.170 -0.03
C 0.335 -4.892 3.487 -0.07
C -1.002 -4.604 3.141 -0.03
C -1.339 -3.486 2.419 -0.01
C -0.349 -2.576 1.996 -0.31
O -0.698 -1.562 1.228 -0.24
H -1.404 2.795 1.076 0.11
H -1.552 1.029 1.290 0.08
H -1.388 1.700 -0.326 0.08
H 0.876 3.726 0.508 0.14
H 0.459 2.804 -0.930 0.13
H 3.134 2.691 0.557 0.09
H 2.737 3.536 -0.915 0.13
H 3.500 0.713 -0.587 0.10
H 3.434 1.684 -2.025 0.13
H 2.360 0.710 -3.436 0.15
H 1.403 -0.289 -5.325 0.12
H -0.629 -1.061 -6.520 0.11
H -2.783 -1.150 -5.276 0.12
H -2.879 -0.597 -2.876 0.10
H 0.097 1.090 2.755 0.12
H 0.437 2.812 2.614 0.14
H 2.153 1.460 3.752 0.13
H 2.816 2.443 2.470 0.11
H 3.577 -0.041 2.629 0.13
H 3.212 0.598 1.047 0.07
H 2.839 -1.945 2.868 0.15
H 2.320 -4.127 3.483 0.12
H 0.588 -5.800 4.016 0.11
H -1.784 -5.286 3.452 0.12
H -2.366 -3.268 2.159 0.10
C -5.381 -1.699 -1.325 -0.11
O -4.232 -0.891 -1.045 -0.39
P -2.925 -1.471 -0.228 0.91
O -2.955 -2.953 -0.913 -0.32
C -2.024 -4.026 -0.849 -0.09
O -3.704 -1.875 1.189 -0.38
C -4.512 -0.925 1.871 -0.13
H -6.159 -1.025 -1.680 0.09
H -5.727 -2.215 -0.429 0.08
H -5.151 -2.436 -2.092 0.08
H -2.415 -4.808 -1.497 0.09
H -1.936 -4.416 0.164 0.07
H -1.048 -3.715 -1.216 0.06
H -4.930 -0.188 1.184 0.08
H -3.933 -0.410 2.644 0.08
H -5.328 -1.465 2.348 0.09
Br 4.213 -7.128 -0.257 0.77
C 3.148 -5.989 -1.323 -0.67
C 2.620 -6.458 -2.516 -0.10
C 1.826 -5.619 -3.290 -0.05
C 1.536 -4.336 -2.858 -0.01
C 2.087 -3.879 -1.664 -0.13
C 2.899 -4.700 -0.889 -0.06
C 1.724 -2.545 -1.148 -0.55
O 2.451 -1.905 -0.362 0.01
O 0.613 -2.019 -1.466 -0.07
H 2.825 -7.471 -2.836 0.11
H 1.423 -5.983 -4.226 0.11
H 0.896 -3.681 -3.436 0.12
H 3.318 -4.328 0.035 0.11
```

**Spin multiplicity**: 2
**Energy above the lowest of the compared OMol25 structures with the same formula, charge and spin**: 258.9 kJ/mol
**Kohn-Sham gap (alpha / beta)**: 0.2349 / 0.1986 Ha
**Net charge**: +1
**DFT total energy**: -133730.465 eV



The following is a DFT calculation (ωB97M-V with the def2-TZVPD basis set) of C31H38BrN2O8PSTeTi as an isolated structure.

Geometry as XYZ:
```
84
Properties=species:S:1:pos:R:3:lowdin_charge:R:1
Ti 0.072 -0.012 -0.832 1.19
C 2.985 0.725 -1.831 -0.08
C 2.473 0.647 -3.155 -0.09
C 1.237 1.247 -3.170 -0.10
C 0.927 1.714 -1.843 -0.27
C 2.081 1.403 -1.030 -0.17
H 3.926 0.311 -1.497 0.11
H 2.950 0.149 -3.986 0.10
H 0.562 1.308 -4.010 0.11
H 0.217 2.503 -1.619 0.11
H 2.222 1.686 -0.002 0.08
Br -3.410 0.870 0.091 0.85
C -3.316 1.523 -1.688 -0.58
C -4.204 2.511 -2.011 -0.15
C -4.384 2.886 -3.355 -0.08
C -3.748 2.182 -4.335 -0.04
C -2.838 1.148 -4.012 -0.16
C -2.295 0.338 -5.043 -0.03
C -1.458 -0.687 -4.735 -0.07
C -1.002 -0.835 -3.403 -0.16
C -1.442 -0.055 -2.364 -0.14
C -2.502 0.872 -2.655 -0.20
H -4.805 2.962 -1.234 0.10
H -5.076 3.680 -3.602 0.11
H -3.944 2.387 -5.380 0.11
H -2.588 0.538 -6.067 0.11
H -1.069 -1.340 -5.507 0.11
H -0.201 -1.543 -3.246 0.08
C -4.902 -3.694 -0.711 -0.04
C -3.663 -4.184 -1.407 -0.27
C -3.132 -3.468 -2.478 -0.01
C -1.965 -3.878 -3.094 -0.05
C -1.293 -4.996 -2.621 -0.28
C -1.818 -5.746 -1.579 -0.06
C -3.011 -5.343 -0.994 -0.06
S 0.316 -5.352 -3.260 0.63
O 0.349 -4.949 -4.634 -0.28
O 0.673 -6.674 -2.841 -0.28
N 1.323 -4.316 -2.473 -0.12
C 1.405 -4.420 -1.017 -0.21
C 2.336 -3.344 -0.454 -0.06
C 1.682 -1.991 -0.432 -0.59
O 1.625 -1.266 0.567 0.03
O 1.091 -1.594 -1.516 -0.13
H -4.747 -2.685 -0.324 0.08
H -5.175 -4.343 0.121 0.08
H -5.748 -3.655 -1.400 0.09
H -3.628 -2.568 -2.825 0.12
H -1.568 -3.335 -3.939 0.10
H -1.297 -6.632 -1.241 0.12
H -3.434 -5.932 -0.187 0.11
H 1.166 -3.363 -2.790 0.09
H 1.793 -5.408 -0.777 0.12
H 0.415 -4.322 -0.555 0.10
H 3.232 -3.290 -1.078 0.14
H 2.642 -3.589 0.562 0.13
C -1.288 -3.391 1.651 0.04
C -1.305 -1.934 1.296 -0.52
N -1.591 -1.075 2.261 0.21
O -1.066 -1.585 0.123 -0.09
H -1.714 -3.587 2.633 0.09
H -0.251 -3.727 1.640 0.09
H -1.832 -3.943 0.887 0.07
H -1.731 -1.387 3.205 0.12
H -1.540 -0.075 2.108 -0.04
C -1.762 5.353 -0.670 -0.06
C -1.097 4.787 0.559 -0.27
O -0.860 3.384 0.314 -0.30
P -0.353 2.419 1.464 0.10
O -0.235 1.061 0.727 -0.48
Te -1.651 2.400 3.405 0.49
O 1.126 2.956 1.701 -0.28
C 1.899 2.693 2.893 -0.28
C 2.443 1.282 2.891 -0.07
H -1.931 6.423 -0.540 0.08
H -2.721 4.865 -0.845 0.07
H -1.135 5.206 -1.550 0.08
H -1.731 4.881 1.444 0.08
H -0.136 5.265 0.758 0.12
H 1.262 2.871 3.761 0.05
H 2.692 3.439 2.876 0.12
H 1.630 0.555 2.900 0.07
H 3.058 1.121 3.778 0.08
H 3.054 1.095 2.009 0.07
```

**Energy above the lowest of the compared OMol25 structures with the same formula, charge and spin**: 87.9 kJ/mol
**Kohn-Sham gap**: 0.2557 Ha
**DFT total energy**: -172704.208 eV